# 1
C12H24CoIO12 as an isolated structure at a distorted geometry, computed with ωB97M-V/def2-TZVPD.

Last column: Löwdin spin population.
Positions of all 50 atoms, in Å:
Co1 -19.97468 -18.17646 -22.95137  2.722
I1 -22.15929 -17.48157 -21.35298  0.152
C1 -17.71336 -14.86668 -24.32544  0.000
O1 -18.00809 -14.42472 -23.02111  0.000
C2 -18.60345 -15.21256 -22.10619  0.002
O2 -19.20639 -16.28208 -22.34738  0.024
O3 -18.41736 -14.74103 -20.88330  0.000
C3 -19.14919 -15.25737 -19.75539  0.000
H1 -17.32767 -14.04507 -24.92902  0.000
H2 -18.58510 -15.28913 -24.82513  0.000
H3 -16.96079 -15.65517 -24.32923  0.000
H4 -18.95799 -16.31091 -19.55144  0.000
H5 -20.23455 -15.34025 -19.81211  0.000
H6 -18.87632 -14.69981 -18.85942  0.000
C4 -21.65157 -13.78256 -25.17494  0.000
O4 -21.10454 -14.95114 -24.63607  0.000
C5 -21.20590 -16.19955 -25.13184  0.005
O5 -20.86851 -17.19678 -24.47808  0.024
O6 -21.91199 -16.21538 -26.26215  0.002
C6 -22.21390 -17.35184 -27.01834  0.000
H7 -21.21234 -12.89507 -24.71939  0.000
H8 -22.72394 -13.84569 -24.99015  0.000
H9 -21.50936 -13.73991 -26.25478  0.000
H10 -21.36650 -17.79536 -27.54112  0.000
H11 -22.98192 -17.01739 -27.71576  0.000
H12 -22.65205 -18.17389 -26.45234  0.000
C7 -17.75209 -21.49743 -19.06321  0.000
O7 -18.58043 -20.84908 -20.00568  0.001
C8 -18.26038 -19.75826 -20.70914  0.005
O8 -19.09539 -19.13008 -21.39297  0.028
O9 -16.97867 -19.33846 -20.41213  0.001
C9 -16.54824 -17.99579 -20.48070  0.000
H13 -16.74460 -21.59844 -19.46677  0.000
H14 -18.18598 -22.49554 -19.00298  0.000
H15 -17.72890 -21.01907 -18.08406  0.000
H16 -16.70904 -17.68069 -21.51169  0.000
H17 -15.47519 -17.94554 -20.29592  0.000
H18 -17.05759 -17.24788 -19.87301  0.000
C10 -22.61387 -21.13488 -26.45612  0.000
O10 -22.00920 -20.31271 -25.46079  0.000
C11 -21.22954 -20.72620 -24.42683  0.005
O11 -20.70963 -19.98144 -23.61898  0.025
O12 -20.97138 -22.04830 -24.57575  0.003
C12 -19.94385 -22.66763 -23.74772  0.000
H19 -21.80039 -21.44176 -27.11352  0.000
H20 -23.34392 -20.45864 -26.90090  0.000
H21 -23.14025 -22.02969 -26.12394  0.000
H22 -19.46537 -23.47889 -24.29638  0.000
H23 -20.50652 -23.10104 -22.92088  0.000
H24 -19.25793 -21.89199 -23.40712  0.000

Results
frontier orbital gap (alpha / beta)	7.58 / 6.97	eV
LUMO energy (alpha / beta)	-2.49 / -3.05	eV
charge	+1
HOMO level (alpha / beta)	-10.077 / -10.016	eV
energy above the lowest of the compared OMol25 structures with the same formula, charge and spin	194.4	kJ/mol
spin multiplicity	4


# 2
C12H24F3N3NaO4STa as an isolated structure at a distorted geometry, computed with ωB97M-V/def2-TZVPD.

Last column: natural (NBO) charge in e.
Positions of all 49 atoms, in Å:
N1 -1.72521 -0.70451 0.69102  -0.937
C1 -2.82077 -1.15630 0.97579  0.947
O1 -3.87268 -1.56048 1.31780  -0.372
Na1 -0.08946 2.82384 2.28744  0.963
Ta1 0.16992 -0.14708 0.73299  2.440
N2 0.33115 1.79567 0.31127  -0.907
N3 0.88562 -1.43875 -0.56355  -0.735
C2 -0.37477 2.59092 -0.74957  0.128
C3 0.22806 -2.41839 -1.46457  0.122
C4 -0.18994 4.09559 -0.48746  -0.629
C5 0.20254 2.24275 -2.12085  -0.630
C6 -1.86049 2.24954 -0.68898  -0.625
C7 -0.34001 -3.53188 -0.58319  -0.616
C8 1.20938 -3.02030 -2.46865  -0.631
C9 -0.89166 -1.73199 -2.23464  -0.624
H1 -0.60260 4.40285 0.49041  0.174
H2 -0.75024 4.64413 -1.25809  0.267
H3 0.86110 4.40157 -0.55748  0.229
H4 1.26668 2.49134 -2.18585  0.217
H5 -0.32449 2.82540 -2.89004  0.251
H6 0.08654 1.17798 -2.36672  0.216
H7 -2.06620 1.18143 -0.85324  0.222
H8 -2.37766 2.82204 -1.47488  0.260
H9 -2.30676 2.53565 0.27687  0.203
H10 0.47161 -4.03620 -0.04434  0.220
H11 -0.85478 -4.26503 -1.21937  0.251
H12 -1.05173 -3.13309 0.14884  0.199
H13 1.95389 -3.66277 -1.98468  0.223
H14 1.71258 -2.23955 -3.04610  0.225
H15 0.63988 -3.65129 -3.16523  0.253
H16 -1.34686 -2.47189 -2.90877  0.254
H17 -0.49681 -0.90983 -2.84530  0.220
H18 -1.67929 -1.35349 -1.57551  0.206
C10 1.77122 2.12386 0.46236  -0.426
H19 2.37692 1.20993 0.60822  0.210
H20 2.14088 2.62652 -0.44253  0.258
H21 1.96947 2.79888 1.32647  0.187
C11 2.27648 -1.77748 -0.17972  -0.437
H22 2.58233 -1.27808 0.75643  0.203
H23 2.38358 -2.86382 -0.02054  0.254
H24 2.97594 -1.46497 -0.97027  0.246
F1 -1.68373 -1.32384 4.73100  -0.256
C12 -1.08351 -0.17126 4.37760  0.770
F2 -1.91517 0.48793 3.50534  -0.308
F3 -0.93051 0.60965 5.46951  -0.268
S1 0.56546 -0.46409 3.50930  2.279
O2 1.69742 -0.65335 4.34887  -0.751
O3 0.23962 -1.46712 2.42741  -0.917
O4 0.63707 0.75935 2.59520  -1.030

Results
frontier orbital gap (alpha / beta)	7.72 / 7.72	eV
LUMO energy (alpha / beta)	-8.23 / -8.23	eV
charge	+2
HOMO level (alpha / beta)	-15.953 / -15.952	eV
energy above the lowest of the compared OMol25 structures with the same formula, charge and spin	10.8	kJ/mol


# 3
C12H24F6IrOS5Sb as an isolated structure, computed with ωB97M-V/def2-TZVPD.

Last column: Löwdin spin population.
Positions of all 50 atoms, in Å:
Ir1 -0.07209 -0.08027 -0.98706  0.000
C1 -0.47455 3.04328 -0.82800  0.000
C2 -1.81289 2.50353 -0.30358  0.000
S1 -1.47971 0.93059 0.58203  0.000
C3 -2.88743 -0.21990 0.38227  0.000
C4 -3.23309 -0.71911 -1.02849  0.000
S2 -1.87201 -0.52956 -2.24940  0.000
C5 -1.29022 -2.12590 -2.91527  0.000
C6 -0.03933 -1.78976 -3.73268  0.000
S3 1.26848 -0.98240 -2.70062  0.000
C7 1.74196 0.57094 -3.59538  0.000
C8 1.70829 1.79163 -2.66222  0.000
S4 -0.03183 1.85795 -2.13828  0.000
H1 0.29241 3.08546 -0.05397  0.000
H2 -0.60780 4.02569 -1.28026  0.000
H3 -2.52890 2.35609 -1.11443  0.000
H4 -2.24026 3.20027 0.41656  0.000
H5 -3.76703 0.21399 0.85769  0.000
H6 -2.54829 -1.04508 1.01197  0.000
H7 -4.04960 -0.14916 -1.46902  0.000
H8 -3.53167 -1.76696 -0.99292  0.000
H9 -2.06818 -2.50951 -3.57776  0.000
H10 -1.10207 -2.83584 -2.11201  0.000
H11 -0.27310 -1.13339 -4.57100  0.000
H12 0.39874 -2.70758 -4.12278  0.000
H13 1.06836 0.70012 -4.44261  0.000
H14 2.75164 0.41967 -3.97388  0.000
H15 1.96066 2.69592 -3.21688  0.000
H16 2.36727 1.68346 -1.80152  0.000
F1 1.78189 -0.30944 0.24470  0.000
Sb1 1.41335 -1.97662 1.36271  0.002
F2 0.05102 -2.01507 -0.12546  0.000
F3 0.15777 -0.83939 2.18303  0.001
F4 0.67069 -3.46804 2.13700  0.000
F5 2.68624 -1.46764 2.62676  0.023
F6 2.57790 -2.83754 0.22058  0.000
O1 2.13168 2.30716 2.50286  0.430
S5 2.76276 1.34345 3.41203  0.366
C9 4.57287 1.38799 3.47962  0.059
C10 4.83892 1.13304 4.96315  0.013
C11 3.78835 1.91606 5.76404  0.021
C12 2.41137 1.58719 5.18069  0.062
H17 4.84060 2.39519 3.15120  0.007
H18 4.96161 0.63830 2.79427  0.001
H19 5.84807 1.46408 5.20410  0.003
H20 4.77971 0.06541 5.17958  0.001
H21 3.97291 2.98832 5.69190  0.001
H22 3.80878 1.63647 6.81597  0.004
H23 1.65646 2.37119 5.23075  0.003
H24 2.00045 0.64479 5.54451  0.003

Results
frontier orbital gap (alpha / beta)	9.23 / 7.58	eV
LUMO energy (alpha / beta)	-9.74 / -11.39	eV
charge	+3
HOMO level (alpha / beta)	-18.973 / -18.973	eV
energy above the lowest of the compared OMol25 structures with the same formula, charge and spin	0.0	kJ/mol
spin multiplicity	2


# 4
An isolated ion of composition C12H24FN4 and charge +1 at a distorted geometry, computed with ωB97M-V/def2-TZVPD.

Last column: natural (NBO) charge in e.
Positions of all 41 atoms, in Å:
C1 4.53807 -2.53997 0.35513  -0.612
C2 5.12102 -1.19543 0.83657  -0.395
C3 4.74048 0.05247 -0.02182  -0.404
C4 3.40382 -0.04666 -0.80299  -0.402
C5 2.67186 1.32798 -0.71142  -0.383
C6 1.17856 1.20450 -1.16684  -0.409
C7 0.22317 1.39009 0.02722  -0.405
C8 -1.25236 1.54036 -0.41071  -0.234
N1 -2.12905 1.32051 0.77106  0.087
N2 -1.70901 1.67922 1.91688  0.061
N3 -2.61657 1.38738 2.81939  -0.205
C9 -3.61547 0.82974 2.15496  0.225
N4 -3.34666 0.78604 0.85989  -0.110
C10 -4.14742 0.29991 -0.26788  -0.273
C11 -4.37091 -1.23785 -0.26362  0.203
C12 -5.79754 -1.52000 -0.77518  -0.647
F1 -4.26930 -1.76603 1.00262  -0.344
H1 4.90908 -3.31569 1.03977  0.219
H2 4.81407 -2.78744 -0.67349  0.211
H3 3.44938 -2.54254 0.50231  0.189
H4 4.92526 -1.01995 1.90224  0.200
H5 6.21604 -1.29507 0.76957  0.207
H6 4.70843 0.91237 0.66444  0.201
H7 5.56744 0.27386 -0.70915  0.209
H8 3.65194 -0.19831 -1.86023  0.214
H9 2.69987 -0.78103 -0.40138  0.193
H10 3.21201 2.10257 -1.26441  0.220
H11 2.63797 1.60716 0.35369  0.192
H12 1.06892 0.16502 -1.51701  0.202
H13 0.95761 1.85932 -2.01972  0.212
H14 0.36105 0.53812 0.70220  0.226
H15 0.50200 2.32957 0.51920  0.230
H16 -1.48684 0.75186 -1.13745  0.223
H17 -1.41142 2.51575 -0.88046  0.250
H18 -4.53068 0.45577 2.59372  0.262
H19 -3.71882 0.66056 -1.20540  0.253
H20 -5.13524 0.77056 -0.17162  0.246
H21 -3.63776 -1.68721 -0.94608  0.181
H22 -5.83126 -2.58034 -1.04583  0.247
H23 -6.47576 -1.37284 0.07566  0.233
H24 -6.07598 -0.87433 -1.61382  0.228

Results
structure (SMILES)	CCCCCCCCn1nnc[n+]1C[C@H](C)F
frontier orbital gap	8.87	eV
LUMO energy	-3.95	eV
charge	+1
HOMO level	-12.819	eV


# 5
C12H24FO12Rb2 as an isolated structure at a distorted geometry, computed with ωB97M-V/def2-TZVPD.

Last column: natural (NBO) charge in e.
Positions of all 51 atoms, in Å:
Rb1 -2.79623 -1.71529 0.18581  0.993
Rb2 -0.91744 -0.59067 4.46914  0.995
F1 -0.65873 -0.68788 1.63166  -0.985
C1 2.14977 -2.43305 1.78150  -0.249
O1 3.43679 -2.92551 1.43735  -0.496
C2 4.12290 -2.14908 0.58777  0.984
O2 3.75257 -1.08441 0.17493  -0.660
O3 5.27995 -2.72244 0.32554  -0.483
C3 6.16342 -1.94855 -0.49448  -0.257
H1 2.19441 -1.47141 2.28518  0.185
H2 1.68456 -3.20344 2.39360  0.184
H3 1.51974 -2.33411 0.89791  0.196
H4 5.62959 -1.55764 -1.35860  0.201
H5 6.95232 -2.62568 -0.78970  0.204
H6 6.55264 -1.10832 0.07839  0.191
C4 -0.15180 4.71562 -2.45885  -0.257
O4 0.77803 4.30927 -1.44118  -0.485
C5 0.54547 3.12686 -0.90455  0.989
O5 -0.35055 2.39806 -1.22142  -0.675
O6 1.40629 2.94563 0.09911  -0.496
C6 1.40449 1.66013 0.72046  -0.275
H7 -0.19683 3.98447 -3.25633  0.199
H8 0.16796 5.70695 -2.75660  0.206
H9 -1.15620 4.82786 -2.03348  0.187
H10 2.31232 1.11449 0.48129  0.214
H11 0.54362 1.09000 0.38696  0.218
H12 1.34272 1.83037 1.79282  0.175
C7 -1.86090 2.27890 1.71344  -0.260
O7 -3.29353 2.08602 1.67633  -0.487
C8 -3.90274 1.66426 2.76157  0.996
O8 -3.39383 1.40318 3.83877  -0.716
O9 -5.19913 1.57605 2.49008  -0.489
C9 -6.07423 1.24053 3.57809  -0.265
H13 -1.47434 2.08018 2.70276  0.183
H14 -1.67708 3.30463 1.40459  0.202
H15 -1.40573 1.61847 0.98375  0.230
H16 -6.33136 0.18573 3.52193  0.184
H17 -6.96204 1.85780 3.47978  0.210
H18 -5.62231 1.46945 4.54074  0.211
C10 -1.07070 -4.32014 -4.24900  -0.255
O10 -0.00779 -3.49948 -3.75797  -0.475
C11 -0.38324 -2.49883 -2.98167  0.998
O11 -1.53111 -2.27747 -2.62847  -0.728
O12 0.67021 -1.77586 -2.67639  -0.476
C12 0.47148 -0.70242 -1.74399  -0.276
H19 -0.59906 -5.07585 -4.86367  0.208
H20 -1.76192 -3.72223 -4.83931  0.197
H21 -1.59996 -4.79247 -3.42364  0.186
H22 -0.36455 -0.06592 -2.04165  0.206
H23 1.37237 -0.10265 -1.76170  0.216
H24 0.28969 -1.08410 -0.73859  0.196

Results
frontier orbital gap	9.59	eV
LUMO energy	-3.20	eV
charge	+1
HOMO level	-12.796	eV


# 6
C12H24ILiO6S3 as an isolated structure at a distorted geometry, computed with ωB97M-V/def2-TZVPD.

Last column: natural (NBO) charge in e.
Positions of all 47 atoms, in Å:
Li1 -1.16508 0.76265 -0.03822  0.839
I1 -3.13532 -0.96320 -0.01981  -0.906
C1 -1.80387 1.17026 -3.90561  -0.437
C2 -0.60109 1.95437 -4.34908  -0.424
C3 -0.53007 3.18355 -3.43298  -0.642
S1 -1.92344 3.09406 -2.22720  2.106
O1 -2.61176 4.35909 -1.95693  -0.916
O2 -1.41704 2.34781 -1.05437  -1.005
C4 -2.96277 2.03373 -3.30939  -0.617
H1 -1.59432 0.43396 -3.12970  0.252
H2 -2.23048 0.68995 -4.78618  0.228
H3 -0.64296 2.28368 -5.38730  0.221
H4 0.32417 1.45062 -4.06940  0.250
H5 -0.57005 4.18217 -3.86803  0.244
H6 0.42135 3.28658 -2.91118  0.249
H7 -3.44852 2.74128 -3.98133  0.233
H8 -3.70816 1.54914 -2.67878  0.279
C5 1.63352 -2.97458 -0.04905  -0.412
C6 2.95015 -2.23536 -0.06721  -0.426
C7 2.74474 -0.81586 -0.48025  -0.627
S2 1.35721 -0.83422 -1.69816  2.103
O3 1.79133 -0.68192 -3.08849  -0.924
O4 0.25538 -0.02349 -1.14949  -0.980
C8 0.96016 -2.61313 -1.42620  -0.640
H9 1.01283 -2.67754 0.79631  0.222
H10 1.71510 -4.04676 0.12947  0.235
H11 3.72453 -2.65447 -0.70968  0.220
H12 3.40534 -2.21000 0.92287  0.228
H13 3.61033 -0.38185 -0.98074  0.251
H14 2.41129 -0.13887 0.30626  0.253
H15 1.43745 -3.13671 -2.25455  0.239
H16 -0.12461 -2.65912 -1.52243  0.277
C9 -0.36520 -0.34992 5.46054  -0.419
C10 -0.15868 -1.69836 4.68983  -0.397
C11 0.49725 -1.31867 3.28454  -0.667
S3 0.37402 0.53638 3.00238  2.107
O5 -0.20597 0.80957 1.70497  -0.969
O6 1.68777 1.13078 3.22351  -0.924
C12 -0.80730 0.67681 4.46553  -0.605
H17 0.62169 0.02162 5.73645  0.216
H18 -1.09779 -0.42479 6.26415  0.236
H19 -1.08305 -2.27570 4.67229  0.225
H20 0.58215 -2.28622 5.23177  0.221
H21 -0.22549 -1.77727 2.60968  0.261
H22 1.50603 -1.66536 3.06037  0.240
H23 -1.82907 0.42913 4.17790  0.249
H24 -0.78170 1.71616 4.79296  0.248

Results
frontier orbital gap	7.56	eV
LUMO energy	0.29	eV
HOMO level	-7.277	eV
energy above the lowest of the compared OMol25 structures with the same formula, charge and spin	126.4	kJ/mol


| no. | energy (a.u.) |
| --- | --- |
| 1 | -3054.77674 |
| 2 | -1853.50343 |
| 3 | -3480.71021 |
| 4 | -790.20238 |
| 5 | -1522.46784 |
| 6 | -2422.90880 |